DFT (ωB97M-V with the def2-TZVPD basis set) results for a 2-piece molecular cluster, C3H12N4O overall.

Cartesian coordinates (Å):
N1 1.439 1.955 0.373
C1 0.100 2.231 0.569
N2 -0.332 3.566 0.306
N3 -0.680 1.312 1.053
H1 1.670 1.033 0.142
H2 1.875 2.544 -0.287
H3 0.337 4.127 -0.198
H4 -1.297 3.668 -0.042
H5 -0.541 1.286 2.069
C2 -0.392 -2.735 0.844
N4 -0.685 -1.684 -0.103
C3 0.096 -1.796 -1.305
O1 -0.098 -0.739 -2.261
H6 -0.628 -3.696 0.401
H7 -1.084 -2.635 1.687
H8 0.682 -2.744 1.227
H9 -0.491 -0.749 0.382
H10 1.212 -1.804 -1.006
H11 -0.197 -2.738 -1.780
H12 -0.986 -0.402 -2.072

Output
**HOMO energy**: -0.30297 Eh
**LUMO energy**: 0.0230 Eh
**Net charge**: 0
**2S+1**: 1
**SMILES string**: N=C(N)N.CNCO

=====

DFT (ωB97M-V with the def2-TZVPD basis set) results for one molecule with the formula C5H10FN.

Cartesian coordinates (Å):
C1 1.626 -0.363 -0.760
C2 0.367 -0.231 0.070
C3 -0.012 1.212 0.484
C4 -1.461 0.966 0.055
C5 -1.028 -0.375 -0.605
H1 1.609 0.303 -1.646
H2 2.510 -0.065 -0.166
H3 1.789 -1.375 -1.076
H4 -0.257 -0.954 1.837
H5 0.336 -2.065 0.875
H6 0.573 1.981 -0.135
H7 0.164 1.479 1.526
H8 -2.189 0.807 0.823
H9 -1.882 1.677 -0.637
H10 -0.946 -0.368 -1.649
N1 0.521 -1.131 1.214
F1 -1.720 -1.499 -0.208

Output
**HOMO energy**: -0.34810 Eh
**LUMO energy**: 0.0380 Eh
**Net charge**: 0
**2S+1**: 1
**SMILES string**: C[C@@]1(N)CC[C@@H]1F

=====

DFT (ωB97M-V with the def2-TZVPD basis set) results for C49H47ClF6N3O6STa as an isolated structure.

Cartesian coordinates (Å):
Ta1 -0.483 0.362 0.087
F1 0.870 -2.438 -6.833
C1 0.420 -2.136 -5.625
C2 1.012 -1.120 -4.896
F2 2.036 -0.440 -5.406
C3 0.541 -0.813 -3.633
F3 1.156 0.187 -2.987
C4 -0.522 -1.500 -3.053
S1 -1.269 -1.295 -1.456
C5 -1.101 -2.513 -3.819
F4 -2.101 -3.230 -3.312
C6 -0.645 -2.834 -5.083
F5 -1.219 -3.812 -5.772
C7 0.128 -0.814 4.548
C8 -1.328 -0.927 4.160
C9 -2.309 -0.798 5.142
C10 -3.639 -1.058 4.860
C11 -4.002 -1.520 3.603
C12 -3.063 -1.643 2.588
C13 -3.418 -2.336 1.296
C14 -1.747 -1.254 2.871
N1 -0.767 -1.278 1.792
C15 0.082 -2.242 1.790
C16 -0.003 -3.425 2.696
C17 1.247 -2.169 0.823
C18 2.266 -3.253 1.019
N2 1.326 -1.199 -0.032
C19 2.388 -1.376 -1.063
C20 2.316 -2.477 -1.931
C21 1.267 -3.562 -1.880
C22 3.298 -2.602 -2.911
C23 4.333 -1.700 -3.016
C24 4.404 -0.637 -2.133
C25 3.440 -0.452 -1.154
C26 3.572 0.710 -0.220
H1 0.269 -0.087 5.342
H2 0.776 -0.533 3.718
H3 0.476 -1.775 4.937
H4 -2.011 -0.524 6.147
H5 -4.384 -0.964 5.639
H6 -5.022 -1.832 3.415
H7 -4.484 -2.552 1.261
H8 -2.890 -3.293 1.229
H9 -3.161 -1.763 0.418
H10 -0.944 -3.436 3.238
H11 0.816 -3.417 3.418
H12 0.089 -4.343 2.115
H13 2.540 -3.291 2.074
H14 3.159 -3.090 0.433
H15 1.854 -4.228 0.755
H16 0.394 -3.301 -1.288
H17 1.695 -4.481 -1.471
H18 0.929 -3.801 -2.887
H19 3.250 -3.448 -3.586
H20 5.095 -1.831 -3.772
H21 5.228 0.063 -2.199
H22 4.516 1.227 -0.401
H23 3.550 0.400 0.827
H24 2.768 1.413 -0.362
C27 -0.689 5.864 1.499
O1 -0.195 4.553 1.151
C28 0.206 4.409 -0.157
C29 -0.682 4.568 -1.208
C30 -0.251 4.449 -2.519
C31 1.085 4.177 -2.794
C32 1.974 4.016 -1.749
C33 1.533 4.109 -0.435
N3 2.550 4.049 0.571
C34 2.588 3.766 1.839
C35 1.673 3.172 2.764
C36 1.850 3.686 4.067
C37 0.983 3.387 5.085
C38 -0.063 2.510 4.810
C39 -0.187 1.903 3.576
C40 0.677 2.181 2.525
O2 0.642 1.523 1.356
H25 -1.040 5.795 2.524
H26 -1.505 6.163 0.844
H27 0.120 6.592 1.432
H28 -1.718 4.792 -0.991
H29 -0.957 4.579 -3.328
H30 1.433 4.097 -3.814
H31 3.020 3.809 -1.949
H32 3.436 4.385 0.209
H33 3.516 4.110 2.290
H34 2.659 4.388 4.239
H35 1.105 3.819 6.067
H36 -0.785 2.279 5.584
H37 -0.971 1.186 3.406
O3 -1.928 2.241 1.407
H38 -2.602 2.164 2.090
H39 -1.460 3.085 1.528
F6 0.412 1.496 -0.967
C41 -6.101 -0.792 -0.562
C42 -5.409 -1.055 -1.880
C43 -5.464 -2.350 -2.404
C44 -4.956 -2.651 -3.650
Cl1 -5.052 -4.282 -4.247
C45 -4.389 -1.663 -4.437
C46 -4.301 -0.382 -3.927
C47 -4.782 -0.085 -2.658
O4 -4.644 1.256 -2.319
C48 -4.315 1.631 -1.005
C49 -2.953 1.114 -0.620
O5 -1.912 1.528 -1.179
O6 -2.774 0.243 0.285
H40 -6.683 -1.668 -0.280
H41 -6.796 0.045 -0.642
H42 -5.398 -0.584 0.245
H43 -5.952 -3.129 -1.832
H44 -4.020 -1.894 -5.427
H45 -3.870 0.422 -4.510
H46 -5.045 1.336 -0.258
H47 -4.243 2.718 -1.031

Output
**HOMO energy**: -0.44874 Eh
**LUMO energy**: -0.2409 Eh
**Net charge**: +2
**2S+1**: 1

=====

DFT (ωB97M-V with the def2-TZVPD basis set) results for C36H32N10O5PdSSe as an isolated structure.

Cartesian coordinates (Å):
Pd1 1.052 -0.290 0.445
O1 -1.589 -2.226 4.147
C1 -0.558 -2.765 4.812
C2 -0.811 -3.847 5.651
C3 0.226 -4.422 6.353
C4 1.539 -3.946 6.241
C5 1.803 -2.892 5.407
C6 0.763 -2.280 4.672
C7 1.020 -1.205 3.746
O2 0.160 -0.575 3.133
N1 2.412 -0.905 3.538
N2 2.591 -0.379 2.375
C8 3.829 -0.015 2.093
C9 4.101 0.479 0.766
C10 5.374 0.904 0.402
C11 5.580 1.381 -0.885
C12 4.509 1.426 -1.759
C13 3.262 0.980 -1.323
N3 3.065 0.511 -0.100
H1 -1.250 -1.447 3.660
H2 -1.827 -4.206 5.743
H3 0.016 -5.254 7.013
H4 2.333 -4.405 6.812
H5 2.807 -2.505 5.310
H6 4.615 -0.089 2.840
H7 6.180 0.861 1.121
H8 6.561 1.714 -1.195
H9 4.620 1.793 -2.770
H10 2.395 1.003 -1.969
C14 1.816 -0.546 -4.808
C15 0.728 -1.526 -4.391
C16 -0.479 -0.855 -3.719
C17 -1.509 -1.941 -3.314
C18 -2.800 -1.407 -2.706
C19 -1.156 0.058 -4.722
O3 -1.429 -0.293 -5.841
N4 -1.503 1.309 -4.263
C20 -1.254 1.798 -2.995
O4 -1.731 2.882 -2.675
N5 -0.496 1.077 -2.122
C21 -0.076 -0.123 -2.449
O5 0.632 -0.812 -1.647
H11 2.608 -1.061 -5.352
H12 2.275 -0.070 -3.938
H13 1.425 0.232 -5.466
H14 1.128 -2.267 -3.699
H15 0.351 -2.056 -5.266
H16 -1.005 -2.611 -2.614
H17 -1.731 -2.514 -4.215
H18 -2.607 -0.806 -1.812
H19 -3.453 -2.232 -2.424
H20 -3.352 -0.790 -3.417
H21 -2.014 1.905 -4.899
Se1 -2.532 -2.891 0.719
N6 -1.772 -4.472 0.604
C22 -0.468 -4.270 0.533
C23 0.542 -5.271 0.410
C24 1.830 -4.852 0.327
C25 2.144 -3.459 0.365
N7 1.256 -2.514 0.492
C26 -0.055 -2.900 0.574
N8 -1.003 -1.989 0.673
H22 0.267 -6.316 0.377
H23 2.642 -5.558 0.225
H24 3.180 -3.146 0.286
S1 -1.915 5.715 0.766
C27 -1.189 4.134 0.828
C28 -1.852 2.944 1.118
C29 -1.102 1.783 1.147
N9 0.215 1.751 0.907
C30 0.848 2.901 0.689
C31 0.195 4.120 0.650
C32 -3.533 5.661 0.179
C33 -4.345 6.716 0.633
C34 -5.647 6.767 0.172
N10 -6.144 5.887 -0.696
C35 -5.355 4.914 -1.150
C36 -4.040 4.746 -0.753
H25 -2.911 2.913 1.332
H26 -1.571 0.830 1.354
H27 1.914 2.845 0.513
H28 0.748 5.027 0.446
H29 -3.975 7.451 1.335
H30 -6.319 7.547 0.508
H31 -5.793 4.244 -1.879
H32 -3.405 3.997 -1.207

Output
**Expectation value of S²**: 6.0775
**HOMO energy (spin up / spin down)**: -0.48154 / -0.48082 Eh
**LUMO energy (spin up / spin down)**: -0.2186 / -0.3476 Eh
**Net charge**: +2
**2S+1**: 5

=====

DFT (ωB97M-V with the def2-TZVPD basis set) results for a 2-piece molecular cluster, C5H15NO2 overall.

Cartesian coordinates (Å):
C1 1.800 0.641 -2.307
C2 1.884 0.448 -0.757
N1 0.736 -0.460 -0.449
C3 1.238 -1.827 -0.339
C4 -0.138 -0.053 0.614
C5 -1.508 -0.821 0.540
O1 -2.095 -0.814 1.822
H1 2.720 0.728 -2.868
H2 1.228 1.500 -2.492
H3 1.342 -0.334 -2.624
H4 1.824 1.465 -0.367
H5 2.945 0.102 -0.757
H6 1.643 -1.803 0.700
H7 0.508 -2.647 -0.359
H8 2.242 -2.001 -0.942
H9 0.287 -0.384 1.581
H10 -0.178 1.041 0.593
H11 -1.460 -1.821 0.147
H12 -2.263 -0.455 -0.203
H13 -1.443 -0.744 2.526
H14 -1.189 2.415 1.442
H15 -2.088 1.674 0.598
O2 -1.736 2.574 0.640

Output
**HOMO energy**: -0.31435 Eh
**LUMO energy**: 0.0270 Eh
**Net charge**: 0
**2S+1**: 1
**SMILES string**: CCN(C)CCO.O

=====

DFT (ωB97M-V with the def2-TZVPD basis set) results for C27H33AsBrN8O8S2Ti as an isolated structure.

Cartesian coordinates (Å):
Ti1 -0.242 0.248 -0.903
C1 -3.304 -0.426 0.480
C2 -2.450 -0.974 1.626
N1 -1.398 -1.831 1.146
C3 -1.805 -3.062 0.505
C4 -1.040 -3.346 -0.796
N2 -0.800 -2.183 -1.635
C5 -1.837 -1.829 -2.585
C6 -3.009 -1.188 -1.862
N3 -2.562 -0.261 -0.792
H1 -4.163 -1.076 0.301
H2 -3.712 0.537 0.780
H3 -1.987 -0.136 2.151
H4 -3.134 -1.452 2.347
H5 -0.634 -1.932 1.799
H6 -1.683 -3.934 1.159
H7 -2.875 -3.004 0.296
H8 -0.069 -3.776 -0.546
H9 -1.593 -4.123 -1.345
H10 0.111 -2.213 -2.075
H11 -1.397 -1.130 -3.296
H12 -2.211 -2.694 -3.152
H13 -3.649 -0.660 -2.572
H14 -3.624 -1.962 -1.403
H15 -2.765 0.679 -1.115
N4 1.288 -1.645 6.981
C7 1.483 -1.259 5.660
C8 0.423 -0.756 4.903
C9 0.637 -0.322 3.608
C10 1.896 -0.393 3.037
C11 2.955 -0.885 3.783
C12 2.753 -1.312 5.083
S1 2.186 0.200 1.390
O1 1.703 1.556 1.373
O2 3.557 -0.094 1.099
N5 1.192 -0.646 0.381
C13 1.725 -1.939 0.155
N6 1.969 -2.331 -1.096
C14 2.573 -3.503 -1.247
C15 2.946 -4.303 -0.182
C16 2.596 -3.829 1.070
N7 1.980 -2.670 1.245
H16 0.348 -1.905 7.231
H17 1.979 -2.270 7.362
H18 -0.568 -0.693 5.338
H19 -0.194 0.074 3.041
H20 3.935 -0.941 3.330
H21 3.589 -1.688 5.661
H22 2.765 -3.816 -2.269
H23 3.460 -5.242 -0.321
H24 2.811 -4.404 1.966
O3 2.397 -0.464 -4.570
As1 2.056 0.512 -3.144
O4 3.304 0.546 -2.120
O5 0.574 -0.168 -2.574
C17 1.536 2.152 -4.017
C18 2.174 2.427 -5.220
C19 1.919 3.609 -5.906
C20 1.026 4.530 -5.392
C21 0.381 4.270 -4.189
C22 0.634 3.089 -3.512
S2 -0.277 2.833 -2.014
O6 0.678 2.120 -1.100
O7 -0.730 4.104 -1.546
O8 -1.318 1.824 -2.300
H25 2.990 -1.174 -4.294
H26 2.876 1.714 -5.629
H27 2.428 3.806 -6.840
H28 0.831 5.455 -5.918
H29 -0.309 4.986 -3.765
Br1 -4.223 2.843 -0.806
C23 -2.925 3.238 0.534
C24 -3.067 4.431 1.225
C25 -2.144 4.701 2.217
C26 -1.141 3.778 2.475
C27 -1.101 2.621 1.718
N8 -1.983 2.344 0.749
H30 -3.868 5.111 0.979
H31 -2.207 5.624 2.778
H32 -0.384 3.948 3.226
H33 -0.280 1.932 1.862

Output
**Expectation value of S²**: 0.7523
**HOMO energy (spin up / spin down)**: -0.29408 / -0.29460 Eh
**LUMO energy (spin up / spin down)**: 0.0145 / 0.0146 Eh
**Net charge**: 0
**2S+1**: 2